Formula: C31H20BrCoF4N3O2P
Source: OMol25
Level of theory: ωB97M-V/def2-TZVPD

Each line ends with the natural charge from an NBO analysis.
Positions of all 63 atoms, in Å:
Co1 0.79595 -0.31773 0.95664  0.93
O1 1.67362 3.43099 4.63454  -0.66
C1 0.77583 3.97550 3.80424  0.37
C2 0.28401 5.23801 4.14594  -0.26
C3 -0.63246 5.87188 3.33816  -0.14
C4 -1.08959 5.27035 2.16294  -0.26
C5 -0.62302 4.02318 1.82397  -0.14
C6 0.30507 3.35045 2.63255  -0.21
C7 0.74023 2.01977 2.23105  0.62
O2 0.17058 1.45505 1.21980  -0.74
N1 1.73651 1.42425 2.89454  -0.47
N2 1.97506 0.22358 2.32828  -0.24
C8 3.02929 -0.47361 2.54794  0.04
C9 3.09589 -1.71295 1.77004  0.16
C10 4.10805 -2.64549 1.91245  -0.21
C11 4.05831 -3.80909 1.15651  -0.12
C12 2.99053 -4.00466 0.29853  -0.24
C13 2.01617 -3.02272 0.20455  0.09
N3 2.06504 -1.89104 0.89849  -0.50
H1 1.98546 2.58251 4.26150  0.51
H2 0.65052 5.69594 5.05342  0.23
H3 -0.99617 6.85128 3.61813  0.22
H4 -1.79815 5.78209 1.52778  0.22
H5 -0.95493 3.53551 0.91661  0.22
H6 3.80166 -0.15494 3.23721  0.23
H7 4.91237 -2.46114 2.60996  0.24
H8 4.83764 -4.55278 1.24656  0.24
H9 2.90110 -4.90050 -0.29773  0.24
H10 1.16991 -3.14920 -0.45981  0.22
F1 -5.45871 -3.57046 0.53915  -0.26
C14 -4.35170 -2.93323 0.21102  0.32
C15 -4.15008 -2.51190 -1.09421  0.28
F2 -5.06701 -2.74545 -2.01732  -0.26
C16 -2.97921 -1.84319 -1.41830  0.42
F3 -2.82685 -1.43849 -2.67765  -0.29
C17 -1.98449 -1.58762 -0.48023  -0.46
P1 -0.49779 -0.61463 -0.91508  0.94
C18 0.38312 -1.51318 -2.22192  -0.40
C19 0.00967 -2.76091 -2.71344  -0.15
C20 0.81372 -3.41398 -3.63688  -0.22
C21 1.99173 -2.82716 -4.07425  -0.18
C22 2.37172 -1.58479 -3.58461  -0.20
C23 1.57707 -0.93550 -2.65619  -0.20
C24 -1.20619 0.87063 -1.67667  -0.29
C25 -1.91845 1.73682 -0.84766  -0.22
C26 -2.52202 2.86211 -1.38053  -0.20
C27 -2.40732 3.13564 -2.73696  -0.17
C28 -1.69729 2.27632 -3.56218  -0.20
C29 -1.10137 1.13962 -3.03730  -0.20
C30 -2.22487 -2.00183 0.83078  -0.12
Br1 -1.02104 -1.62698 2.24866  0.17
C31 -3.38643 -2.67036 1.17469  0.31
F4 -3.60634 -3.06069 2.42305  -0.27
H11 -0.89862 -3.23949 -2.37660  0.21
H12 0.51392 -4.38048 -4.01814  0.23
H13 2.61399 -3.33630 -4.79721  0.23
H14 3.28944 -1.12349 -3.92308  0.23
H15 1.88415 0.03245 -2.27268  0.23
H16 -1.99086 1.53622 0.21675  0.23
H17 -3.07892 3.52864 -0.73580  0.23
H18 -2.87358 4.01936 -3.15107  0.23
H19 -1.61426 2.48399 -4.62001  0.23
H20 -0.56962 0.46384 -3.69294  0.22

Force components x, y, z for each atom (eV/Å):
0.326 0.136 -0.410
0.053 -0.020 0.038
-0.027 0.027 -0.047
0.001 -0.017 -0.020
0.028 -0.035 0.014
0.000 -0.036 -0.038
-0.064 0.035 -0.021
0.063 -0.013 0.100
0.188 -0.130 0.033
-0.117 -0.170 0.051
-0.071 0.206 0.078
0.205 -0.105 -0.061
-0.291 0.066 -0.094
-0.083 -0.027 -0.027
-0.104 0.045 -0.041
-0.074 0.037 -0.038
0.055 -0.011 0.046
-0.063 -0.062 -0.107
0.017 0.119 0.239
-0.036 0.005 -0.018
0.010 0.011 0.022
-0.008 0.021 0.006
-0.016 0.010 -0.014
0.030 0.049 0.053
0.005 -0.017 0.029
0.013 0.006 0.015
0.010 -0.013 0.004
0.000 -0.013 -0.006
0.105 0.013 0.057
0.010 0.006 -0.005
0.081 0.054 -0.032
0.068 0.018 0.056
0.003 -0.001 0.014
0.027 -0.005 0.045
0.013 -0.069 0.000
0.017 0.024 0.020
-0.072 -0.008 -0.022
-0.064 -0.045 0.040
-0.018 0.086 0.002
0.025 0.000 -0.014
-0.016 -0.021 0.002
0.038 -0.001 -0.015
-0.026 0.067 0.038
0.036 -0.019 0.024
-0.041 -0.083 0.120
-0.019 0.015 -0.027
0.020 -0.006 -0.008
-0.013 0.018 0.003
0.031 -0.004 0.016
-0.031 -0.017 -0.013
-0.152 -0.133 0.109
0.043 0.038 -0.055
-0.021 -0.013 0.006
-0.090 0.001 0.022
-0.004 -0.016 -0.005
0.008 -0.010 -0.015
0.009 0.005 -0.007
0.003 -0.002 0.004
-0.022 0.007 -0.125
-0.015 0.014 0.010
-0.009 0.005 -0.006
0.002 0.003 -0.015
0.017 -0.023 -0.010

As for the spin multiplicity: 2. Its HOMO energy (alpha / beta) is -10.64 / -10.63 eV. As for the charge: +1. The calculation puts the frontier orbital gap (alpha / beta) at 6.795 / 6.696 eV.

=====

Formula: C3H4F2OS
Source: OMol25
Level of theory: ωB97M-V/def2-TZVPD

Each line ends with the natural charge from an NBO analysis.
Positions of all 11 atoms, in Å:
O1 -3.12723 -0.69309 -0.44998  -0.81
S1 -2.64417 0.88107 -0.03612  0.59
C1 -0.95836 0.90291 0.05765  -0.51
C2 0.01478 0.00668 -0.00039  0.31
F1 -0.14664 -1.25114 -0.48737  -0.33
C3 1.50038 0.14139 0.22555  0.00
F2 2.07606 0.48671 -0.91868  -0.35
H1 -3.13143 -0.62711 -1.43088  0.48
H2 -0.76465 1.98157 0.43463  0.26
H3 1.82187 1.06992 0.82736  0.18
H4 1.83228 -0.88052 0.52997  0.19

Force components x, y, z for each atom (eV/Å):
0.614 1.441 -0.844
-1.595 -0.936 -0.281
0.969 1.551 1.291
1.054 -0.118 -0.168
-0.970 -0.028 0.013
-0.898 1.591 2.322
1.459 -0.079 -3.201
-0.126 -0.574 0.762
0.254 -1.916 -0.614
-0.930 -1.973 0.462
0.169 1.042 0.258

As for the spin multiplicity: 1. Its HOMO energy is -8.69 eV. As for the charge: 0. The calculation puts the frontier orbital gap at 9.174 eV.

=====

Formula: Cl2FHSi
Source: OMol25
Level of theory: ωB97M-V/def2-TZVPD

Each line ends with the natural charge from an NBO analysis.
Positions of all 5 atoms, in Å:
F1 0.87594 1.15968 0.35352  -0.71
Si1 1.94703 -0.05304 0.46962  1.20
Cl1 -2.31350 0.24208 -0.55163  -0.29
Cl2 0.59835 -1.47703 -0.11908  -0.48
H1 -1.10782 0.12831 -0.15243  0.27

Force components x, y, z for each atom (eV/Å):
0.353 0.258 0.154
-0.023 0.539 0.058
-0.423 0.130 -0.089
0.012 -0.997 -0.151
0.081 0.071 0.028

As for the spin multiplicity: 1. Its HOMO energy is -10.62 eV. As for the charge: 0. The calculation puts the frontier orbital gap at 9.727 eV.